<i>
Computed, not measured: a 2-piece molecular cluster, C5H10BN overall, with ωB97M-V/def2-TZVPD.

Last column: natural (NBO) charge in e.
Positions of all 17 atoms, in Å:
B -0.8736 0.2368 0.1900  1.001
C -2.0328 -1.3038 -1.4162  -0.252
C -0.1203 1.9874 1.8953  -0.323
C -1.9586 -0.1242 -0.7802  -0.715
C -0.4087 0.7337 1.5064  -0.710
C 2.3341 -0.5322 -0.3087  -0.447
N 1.1425 -1.0901 -0.8699  -0.694
H -2.8648 -1.5658 -2.0529  0.193
H -1.2525 -2.0369 -1.2946  0.221
H 0.2523 2.2097 2.8818  0.199
H -0.2656 2.8270 1.2339  0.187
H -2.7598 0.5920 -0.9570  0.234
H -0.2191 -0.0513 2.2368  0.258
H 3.2179 -0.8913 -0.8614  0.188
H 2.3818 0.5685 -0.3310  0.169
H 2.4284 -0.8608 0.7277  0.181
H 0.9988 -0.6989 -1.8002  0.312

Output
- LUMO (spin up / spin down): -0.485 / -0.300 eV
- Frontier orbital gap (spin up / spin down): 6.13 / 8.03 eV
- HOMO level (spin up / spin down): -6.616 / -8.333 eV

***

<ii>
Computed, not measured: a 2-piece molecular cluster, C5H10BN overall, with ωB97M-V/def2-TZVPD.

Last column: natural (NBO) charge in e.
Positions of all 17 atoms, in Å:
B -1.4176 -2.4875 -0.4954  0.447
C 2.4859 0.5552 -0.4196  -0.423
C -1.0174 0.3474 0.5449  -0.439
C -0.5625 1.2621 1.6347  -0.411
C 1.4538 0.2901 0.3719  -0.163
C 0.2789 1.1500 0.3522  -0.270
N -1.3866 -2.3480 -1.8533  -1.271
H 3.3805 -0.0321 -0.1934  0.196
H 2.5740 1.3181 -1.1772  0.200
H -0.9304 -0.6986 0.4902  0.212
H -1.9408 0.3926 -0.1060  0.217
H -1.1331 2.1655 2.0550  0.235
H -0.0711 0.8056 2.4965  0.210
H 1.3751 -0.4446 1.1403  0.204
H 0.3162 1.9330 -0.3235  0.213
H -1.0396 -1.6481 -2.4137  0.423
H -2.3654 -2.5606 -2.1036  0.419

Output
- LUMO: 0.777 eV
- Frontier orbital gap: 9.31 eV
- HOMO level: -8.528 eV

***

<ii> comes first in stability; the runner-up is 0.420 eV higher.

***

<i>
Computed, not measured: a 2-piece molecular cluster, C6H7N overall, with ωB97M-V/def2-TZVPD.

Last column: natural (NBO) charge in e.
Positions of all 14 atoms, in Å:
C -1.1856 2.5090 -1.7614  -0.471
C -0.9780 1.8239 -0.7843  -0.118
C -1.0479 -0.6670 1.0498  0.202
C 0.1422 -0.1275 1.7841  -0.562
C 0.0178 -0.3056 0.2636  0.290
C 1.0236 -0.8056 -0.7173  -0.678
N -2.2499 -1.0285 1.2339  -0.514
H -1.8730 3.3253 -2.1122  0.242
H -0.1219 0.9192 2.0557  0.272
H 0.7227 -0.5765 2.5971  0.261
H 1.4255 -1.6619 -0.3837  0.239
H 1.8506 -0.1388 -0.7226  0.243
H 0.5431 -0.7502 -1.6818  0.252
H -2.5925 -1.4434 0.4121  0.344

Output
- LUMO (spin up / spin down): -1.975 / -2.161 eV
- Frontier orbital gap (spin up / spin down): 7.74 / 7.27 eV
- HOMO level (spin up / spin down): -9.713 / -9.436 eV

***

<ii>
Computed, not measured: C6H7N as an isolated structure, with ωB97M-V/def2-TZVPD.

Last column: natural (NBO) charge in e.
Positions of all 14 atoms, in Å:
C 2.0376 0.1852 -0.1689  -0.718
C 0.6912 0.8469 -0.3984  -0.092
C -0.6369 -0.4145 -0.7780  -0.150
C -1.5567 0.5682 0.0066  -0.187
C -1.6894 -0.8193 0.3811  0.002
N -0.3272 -0.8998 0.7007  -0.308
C -0.2278 0.6498 0.7789  -0.130
H 2.7020 1.0083 0.1355  0.235
H 2.4563 -0.1981 -1.1051  0.218
H 2.1099 -0.6043 0.5959  0.189
H -0.7791 -1.0449 -1.6525  0.249
H -2.2447 1.3024 -0.4012  0.248
H -2.3611 -1.6475 0.1897  0.239
H -0.1183 1.0748 1.7819  0.204

Output
- LUMO: 0.743 eV
- Frontier orbital gap: 7.82 eV
- HOMO level: -7.080 eV

***

<ii> comes first in stability; the runner-up is 0.525 eV higher.

***

<i>
Computed, not measured: one molecule with the formula C6H7N, with ωB97M-V/def2-TZVPD.

Last column: natural (NBO) charge in e.
Positions of all 14 atoms, in Å:
C 3.2321 0.4301 -0.7272  -0.323
C 2.2215 -0.2217 -0.5957  0.149
N 1.2486 -1.0798 -0.4065  -0.453
C 0.1401 -0.7781 0.2859  0.368
C -1.1316 -1.2859 0.7686  -0.462
C -0.8060 0.1982 0.7350  -0.288
C -1.2850 0.9702 -0.4547  -0.596
H 4.1833 1.0087 -0.8228  0.251
H -1.7941 -1.6795 0.0661  0.224
H -1.1678 -1.7904 1.7063  0.240
H -0.6408 0.7851 1.6955  0.244
H -1.8751 1.8521 -0.2057  0.219
H -1.8324 0.2835 -1.0127  0.208
H -0.4928 1.3076 -1.0322  0.219

Output
- LUMO: 0.255 eV
- Frontier orbital gap: 9.08 eV
- HOMO level: -8.829 eV
- SMILES: C#C/N=C1/C[C@@H]1C

***

<ii>
Computed, not measured: one molecule with the formula C6H7N, with ωB97M-V/def2-TZVPD.

Last column: natural (NBO) charge in e.
Positions of all 14 atoms, in Å:
C 1.8677 -0.4842 -0.4755  -0.629
C 0.8979 0.1698 0.4432  -0.259
C 0.0658 1.4889 0.3368  -0.447
C -0.5591 0.1879 0.1590  0.104
C -1.5718 -0.6434 0.1133  -0.338
C -2.9298 -0.3008 -0.1147  0.258
N -4.0394 -0.0915 -0.4066  -0.307
H 1.5234 -0.3887 -1.5632  0.216
H 1.7424 -1.6312 -0.4147  0.213
H 2.9873 -0.4581 -0.3549  0.233
H 1.2207 -0.0617 1.4676  0.223
H 0.0171 1.8919 -0.6425  0.235
H 0.1542 2.0703 1.2192  0.250
H -1.3764 -1.7492 0.2331  0.246

Output
- LUMO: 0.331 eV
- Frontier orbital gap: 10.37 eV
- HOMO level: -10.042 eV
- SMILES: C[C@H]1C/C1=C\C#N

***

<ii> comes first in stability; the runner-up is 1.587 eV higher.